{
  "formula": "C7H13N",
  "method": "ωB97M-V/def2-TZVPD",
  "energy_ha": -329.1608,
  "gap_ev": 8.878,
  "smiles": "C=C(C)C/C(C)=C/N",
  "total_charge": 0,
  "e_homo_ev": -7.89,
  "elements": ["C", "C", "C", "C", "C", "C", "C", "N", "H", "H", "H", "H", "H", "H", "H", "H", "H", "H", "H", "H", "H"],
  "xyz": [[-1.37, 0.61, 1.55], [0.01, 0.54, 1.50], [0.71, -0.61, 2.16], [0.68, 1.16, 0.39], [0.24, 0.21, -1.10], [1.48, -0.07, -1.87], [-0.99, -0.16, -1.15], [-1.79, -0.83, -2.06], [-1.88, 0.12, 2.36], [-1.84, 1.56, 1.32], [0.30, -0.81, 3.15], [1.78, -0.42, 2.27], [0.59, -1.52, 1.55], [0.27, 2.13, 0.11], [1.77, 1.17, 0.43], [1.97, 0.86, -2.16], [1.26, -0.65, -2.77], [2.21, -0.64, -1.27], [-1.54, 0.04, 0.00], [-2.58, -1.32, -1.67], [-1.29, -1.39, -2.74]],
  "mulliken_charge": [-1.3283, 1.0935, -1.4159, -1.1605, 0.2111, -1.3915, 0.6061, -0.5057, 0.3832, 0.3624, 0.4036, 0.3691, 0.2550, 0.3793, 0.4338, 0.3094, 0.3726, 0.2863, -0.1132, 0.2360, 0.2136]
}